DFT (ωB97M-V with the def2-TZVPD basis set) results for a gas-phase ion, C11H22NS (charge +1) in a non-equilibrium geometry.

Properties
- Multiplicity: 1
- HOMO (spin up / spin down): -11.86 / -11.26 eV
- Total charge: +1
- Energy above the lowest of the compared OMol25 structures with the same formula, charge and spin: 68.4 kcal per mole

Element x y z (Å)
C: -1.93820 1.76027 -0.38502
C: -1.86442 0.75796 0.76506
C: -1.27063 -1.39016 -0.37786
C: 0.31436 0.58850 -0.21682
C: -1.48647 1.43243 2.07566
C: -1.96570 -1.10508 -1.63950
C: -0.74494 -2.74181 -0.08090
C: 2.39001 1.43238 0.68705
C: 2.39820 0.31994 -1.56095
C: 2.11634 -1.04167 0.51886
C: 1.78154 0.29004 -0.15555
N: -0.79847 -0.25820 0.41863
S: -0.40061 1.57505 -1.38551
H: -2.78892 1.60494 -1.04510
H: -1.95530 2.78470 -0.02123
H: -2.80678 0.21408 0.87681
H: -2.23668 2.16822 2.34964
H: -0.53115 1.94347 1.97637
H: -1.42711 0.70803 2.88553
H: -1.42126 -0.35770 -2.24947
H: -2.96129 -0.68162 -1.48173
H: -2.07303 -2.01860 -2.21719
H: -0.08219 -3.11733 -0.86534
H: -1.58807 -3.43602 -0.04658
H: -0.23163 -2.79674 0.87584
H: 3.47034 1.32968 0.70927
H: 2.02356 1.39579 1.71098
H: 2.14736 2.40190 0.26030
H: 3.46815 0.13970 -1.50144
H: 1.95346 -0.44106 -2.19725
H: 2.24288 1.29158 -2.02527
H: 1.78152 -1.88116 -0.08162
H: 1.70028 -1.11137 1.52283
H: 3.19639 -1.11994 0.61415
H: -0.41157 -0.64021 1.28739

Force components x, y, z for each atom (eV/Å):
C 0.25 0.05 -0.60
C -0.33 0.25 0.41
C 0.63 0.26 -0.30
C -0.82 -1.07 -0.45
C 0.04 -0.18 -0.10
C -0.16 0.28 -0.21
C -0.13 -0.07 0.14
C 0.03 -0.12 -0.10
C -0.19 0.00 0.13
C -0.12 0.16 -0.21
C 0.32 0.11 0.28
N 0.53 0.19 0.37
S -0.16 0.67 0.39
H 0.00 -0.01 0.04
H -0.08 -0.05 0.09
H 0.17 -0.01 -0.09
H -0.09 0.04 -0.04
H 0.10 0.07 0.02
H 0.02 -0.06 0.11
H -0.15 -0.36 0.05
H -0.09 -0.04 -0.03
H -0.04 -0.04 -0.01
H 0.09 0.03 0.00
H -0.01 -0.06 0.03
H 0.08 -0.06 0.06
H 0.19 0.00 0.02
H -0.03 0.03 0.11
H -0.03 0.11 -0.03
H 0.10 0.01 0.01
H -0.03 -0.12 -0.10
H 0.06 0.09 -0.09
H -0.05 -0.15 -0.01
H -0.04 -0.06 0.16
H 0.07 0.01 0.05
H -0.14 0.09 -0.09

Mulliken population analysis, charges in e, atoms 1 to 2: -0.67 0.18